(1)
This record from the Open Molecules 2025 dataset describes a molecular structure, C44H33BrIN5O3PV. The level of theory is ωB97M-V/def2-TZVPD.

```
89
Properties=species:S:1:pos:R:3
V -0.6002 -0.6382 -0.1356
Br 5.0385 -4.1593 2.9052
C 3.4389 -3.5818 2.0523
C 2.2196 -4.1693 2.4080
C 1.0538 -3.7472 1.7946
C 1.1090 -2.7211 0.8591
O 0.0386 -2.2182 0.2824
C 2.3195 -2.1305 0.5103
C 2.3960 -1.1068 -0.5163
N 1.4299 -0.5036 -1.1502
C 1.8327 0.3530 -2.2243
C 2.9628 1.1292 -2.2329
C 3.2618 2.0005 -3.3093
C 2.4183 2.1056 -4.3728
C 1.2303 1.3270 -4.3874
C 0.2863 1.3792 -5.4414
C -0.8341 0.6104 -5.3901
C -1.0256 -0.2395 -4.2666
N -0.1762 -0.3177 -3.2896
C 0.9416 0.4525 -3.3241
C 3.5012 -2.5900 1.1063
H 2.1931 -4.9507 3.1557
H 0.0920 -4.1826 2.0352
H 3.4102 -0.9399 -0.8654
H 3.6125 1.1413 -1.3690
H 4.1588 2.6061 -3.2595
H 2.6266 2.7814 -5.1943
H 0.4698 2.0496 -6.2741
H -1.5749 0.6398 -6.1786
H -1.9129 -0.8638 -4.1833
H 4.4516 -2.1406 0.8422
O -2.8017 -1.1407 3.4731
C -1.8605 -0.9550 2.7186
O -1.9410 -0.9932 1.4210
C -0.4900 -0.6931 3.3538
P 0.6413 0.2523 2.2776
C 2.2781 0.2639 3.1169
C 3.4141 0.5445 2.3605
C 4.6725 0.6322 2.9483
C 4.8139 0.4107 4.3115
C 3.6907 0.1111 5.0753
C 2.4332 0.0462 4.4845
C 0.1173 1.9512 2.3901
C 0.8118 2.7007 1.3362
C 0.4027 4.1543 1.0222
C -1.0481 4.5290 1.4027
C -1.9685 3.4874 2.0543
C -1.3458 2.0889 2.2493
H -0.0383 -1.6672 3.5556
H -0.6545 -0.1924 4.3045
H 3.3113 0.6776 1.2857
H 5.5419 0.8563 2.3398
H 5.7920 0.4658 4.7756
H 3.7928 -0.0738 6.1385
H 1.5677 -0.1802 5.0979
H 1.8945 2.5738 1.3612
H 1.1625 4.9207 1.1619
H -1.2049 5.5636 1.7097
H -2.6514 3.8347 2.8284
H -1.9142 1.5012 2.9664
I 0.1968 -3.5070 -2.6964
C -1.7958 -3.6316 -2.0329
C -2.3071 -4.8962 -2.1505
C -3.7002 -5.1245 -2.0753
C -4.5338 -4.0512 -2.0069
C -4.0184 -2.7326 -1.9012
C -4.9235 -1.6388 -1.9674
C -4.4390 -0.3716 -1.9312
C -3.0648 -0.1539 -1.6527
C -2.1444 -1.1622 -1.4433
C -2.6211 -2.4901 -1.7667
H -1.6401 -5.7219 -2.3582
H -4.0880 -6.1337 -2.1524
H -5.6107 -4.1784 -2.0516
H -5.9837 -1.8437 -2.0774
H -5.0993 0.4828 -2.0363
H -2.7579 0.8744 -1.5356
N -3.7462 3.1525 0.0019
C -2.4350 3.1229 0.5818
C -1.8561 1.7122 0.7268
N -0.7775 1.2745 -0.1355
C 0.2302 2.2839 -0.1857
C -0.1650 3.7570 -0.3855
N -1.5476 4.1770 0.0227
H -4.3648 2.4872 0.4495
H -4.1444 4.0814 0.0657
H -2.6562 0.9830 0.7638
H 1.0393 2.0111 -0.8474
H 0.1654 4.1922 -1.3296
```

As for the multiplicity: 2. The calculation puts the energy relative to the best compared isomer or geometry (same formula, charge and spin) at 0.0 kJ/mol. As for the LUMO energy (spin up / spin down): 1.7 / 1.6 eV. As for the net charge: -1. As for the expectation value of S²: 0.81. The HOMO-LUMO gap (spin up / spin down) comes out at 4.39 / 3.98 eV. The largest force on an atom comes out at 3.39 eV Å⁻¹.

=====

(2)
This record from the Open Molecules 2025 dataset describes a molecular structure, C44H33IrNP2S3Te. The level of theory is ωB97M-V/def2-TZVPD.

```
85
Properties=species:S:1:pos:R:3
Ir 0.7237 0.0554 0.4799
S 1.0851 -2.5474 1.1381
P -0.5917 -2.5859 0.0555
C -0.9064 -0.9405 -0.3493
P -2.3122 0.0371 -0.0508
S -1.7567 1.5362 1.1211
C -3.8257 -0.7224 0.6092
C -3.9849 -0.8130 1.9904
C -5.1637 -1.3219 2.5178
C -6.1844 -1.7355 1.6707
C -6.0265 -1.6510 0.2951
C -4.8459 -1.1520 -0.2393
C -2.8860 0.7163 -1.6420
C -2.3503 0.3108 -2.8568
C -2.8083 0.8749 -4.0449
C -3.7987 1.8440 -4.0159
C -4.3278 2.2637 -2.7984
C -3.8703 1.7069 -1.6153
C -1.8699 -3.5515 0.9062
C -1.7965 -3.7242 2.2856
C -2.7760 -4.4522 2.9477
C -3.8267 -5.0097 2.2325
C -3.9060 -4.8322 0.8570
C -2.9356 -4.0983 0.1919
C -0.3053 -3.5592 -1.4540
C -0.1773 -4.9459 -1.3663
C 0.1402 -5.6861 -2.4941
C 0.3452 -5.0473 -3.7120
C 0.2376 -3.6673 -3.7995
C -0.0856 -2.9243 -2.6702
H -3.1917 -0.4588 2.6389
H -5.2884 -1.3799 3.5929
H -7.1063 -2.1267 2.0857
H -6.8248 -1.9668 -0.3659
H -4.7241 -1.0834 -1.3133
H -1.5789 -0.4470 -2.8708
H -2.3890 0.5559 -4.9920
H -4.1569 2.2788 -4.9408
H -5.0931 3.0309 -2.7738
H -4.2606 2.0417 -0.6604
H -0.9593 -3.3022 2.8278
H -2.7136 -4.5909 4.0209
H -4.5889 -5.5843 2.7463
H -4.7303 -5.2645 0.3018
H -2.9973 -3.9546 -0.8807
H -0.3273 -5.4397 -0.4127
H 0.2292 -6.7639 -2.4257
H 0.5977 -5.6280 -4.5908
H 0.4064 -3.1669 -4.7455
H -0.1747 -1.8488 -2.7250
C 0.5042 0.1928 4.8404
C 0.7565 1.5342 5.1014
C 1.0631 2.3888 4.0538
C 1.1374 1.8965 2.7540
C 0.8876 0.5544 2.4858
C 0.5536 -0.2881 3.5352
C 1.3760 2.7444 1.5922
C 1.9347 4.0382 1.6625
C 2.0543 4.7862 0.5360
C 1.5860 4.2824 -0.6957
C 1.5931 5.0417 -1.8882
C 1.0849 4.5226 -3.0424
C 0.5387 3.2199 -3.0501
C 0.5228 2.4635 -1.9137
C 1.0619 2.9715 -0.7115
N 1.0119 2.2179 0.4331
H 0.2518 -0.4803 5.6507
H 0.6931 1.9157 6.1130
H 1.1907 3.4487 4.2428
H 0.3293 -1.3295 3.3387
H 2.2646 4.4213 2.6167
H 2.4799 5.7829 0.5714
H 2.0052 6.0450 -1.8636
H 1.0835 5.1141 -3.9503
H 0.1170 2.8182 -3.9639
H 0.0570 1.4887 -1.8937
Te 2.3132 -0.5634 -1.5540
C 4.1544 -0.2507 -0.6182
C 4.4867 -0.4550 0.6903
C 5.8520 -0.1411 0.9712
C 6.5260 0.2902 -0.1269
S 5.5080 0.3253 -1.5081
H 3.7796 -0.8290 1.4211
H 6.3060 -0.2376 1.9509
H 7.5595 0.5973 -0.2083
```

As for the multiplicity: 2. The calculation puts the energy relative to the best compared isomer or geometry (same formula, charge and spin) at 95.2 kJ/mol. As for the LUMO energy (spin up / spin down): -0.9 / -0.9 eV. As for the net charge: 0. As for the expectation value of S²: 0.76. The HOMO-LUMO gap (spin up / spin down) comes out at 5.72 / 5.73 eV. The largest force on an atom comes out at 1.79 eV Å⁻¹.

=====

> Number 1 is which compound?

C44H33BrIN5O3PV

=====

> What is the multiplicity in the first record?

2

=====

> Which of these has the lowest energy relative to the best compared isomer or geometry (same formula, charge and spin)?

C44H33BrIN5O3PV